Formula: C34H32N6OPS2Y
Source: the Open Molecules 2025 dataset
Level of theory: ωB97M-V/def2-TZVPD

```
77
Properties=species:S:1:pos:R:3:lowdin_charge:R:1
Y -0.800 0.617 -1.309 0.96
C -5.359 -1.903 2.477 -0.09
C -4.213 -2.854 2.155 -0.26
N -3.687 -2.681 0.815 -0.04
C -2.845 -1.685 0.451 -0.82
S -2.401 -1.647 -1.220 0.57
N -2.471 -0.883 1.422 -0.01
N -1.594 0.103 1.076 -0.04
C -1.198 0.811 2.081 -0.28
C -1.731 0.577 3.460 -0.02
C -0.170 1.842 1.831 -0.22
C 0.366 2.610 2.863 -0.01
C 1.320 3.568 2.575 -0.05
C 1.723 3.745 1.263 -0.04
C 1.164 2.929 0.295 -0.15
N 0.254 1.995 0.565 -0.01
H -5.710 -2.060 3.498 0.07
H -6.197 -2.063 1.797 0.07
H -5.025 -0.871 2.377 0.06
H -4.544 -3.890 2.238 0.11
H -3.396 -2.705 2.861 0.10
H -4.012 -3.273 0.071 0.10
H -2.795 0.360 3.399 0.07
H -1.574 1.431 4.112 0.06
H -1.255 -0.299 3.909 0.08
H 0.054 2.457 3.883 0.10
H 1.742 4.167 3.371 0.11
H 2.459 4.485 0.985 0.11
H 1.456 3.015 -0.742 0.09
O -1.934 1.060 -3.202 -0.33
N -2.641 2.114 -3.562 -0.20
C -3.328 2.029 -4.722 -0.02
C -4.080 3.076 -5.177 -0.06
C -4.127 4.246 -4.413 -0.07
C -3.427 4.312 -3.237 -0.09
C -2.657 3.228 -2.778 -0.67
S -1.756 3.242 -1.324 0.65
H -3.220 1.080 -5.222 0.14
H -4.619 2.978 -6.107 0.10
H -4.713 5.092 -4.744 0.11
H -3.443 5.197 -2.619 0.10
C 2.876 0.182 4.198 -0.09
C 3.492 0.775 3.107 -0.09
C 3.102 0.441 1.816 -0.09
C 2.093 -0.493 1.607 -0.37
C 1.473 -1.081 2.711 -0.11
C 1.865 -0.750 3.997 -0.09
P 1.447 -0.917 -0.047 1.06
C 1.936 -2.676 -0.170 -0.34
C 3.148 -3.164 0.318 -0.09
C 3.476 -4.502 0.172 -0.09
C 2.591 -5.371 -0.453 -0.09
C 1.374 -4.900 -0.923 -0.08
C 1.045 -3.558 -0.777 -0.11
C 2.434 0.000 -1.262 -0.45
C 3.801 -0.154 -1.494 -0.11
C 4.406 0.604 -2.482 -0.10
C 3.637 1.496 -3.224 -0.10
C 2.274 1.622 -2.988 -0.15
C 1.612 0.877 -1.997 -0.30
H 3.182 0.444 5.203 0.10
H 4.279 1.503 3.257 0.10
H 3.581 0.913 0.967 0.10
H 0.676 -1.801 2.556 0.11
H 1.380 -1.216 4.846 0.10
H 3.831 -2.493 0.828 0.10
H 4.419 -4.873 0.552 0.10
H 2.846 -6.418 -0.560 0.10
H 0.671 -5.579 -1.390 0.10
H 0.083 -3.192 -1.116 0.05
H 4.390 -0.861 -0.918 0.10
H 5.467 0.501 -2.676 0.09
H 4.110 2.089 -4.000 0.09
H 1.709 2.318 -3.603 0.09
N 0.557 -1.828 -3.872 0.18
C 0.014 -1.110 -3.143 -0.10
H 1.105 -2.380 -4.495 0.10
```

LUMO energy	0.1	eV
orbital gap	7.5036	eV
E	-78769.815	eV